39
Properties=species:S:1:pos:R:3:forces:R:3:mulliken_charge:R:1 method="wB97M-V/def2-TZVPD" largest_force_ha_per_bohr=0.01725
C 2.6093 -3.0469 4.4454 -0.43 0.04 -0.01 -0.887
B 1.5292 -2.0921 3.8365 0.06 0.20 -0.26 0.337
O 1.7235 -1.5703 2.5722 0.29 -0.83 -0.09 -0.534
Si -0.1727 -1.5545 4.7978 0.01 -0.11 0.58 0.358
O -0.9678 -2.9379 5.3232 0.06 0.31 -0.57 -0.230
Si -1.3453 -4.1165 4.2297 -0.32 -0.47 0.32 0.531
H 2.8861 -3.7604 3.6715 0.22 -0.04 -0.14 0.314
H 2.1840 -3.6145 5.2687 0.13 -0.02 0.29 0.278
H 3.5046 -2.5306 4.7796 0.19 0.07 0.08 0.313
H 0.9451 -1.7837 2.0403 -0.29 0.71 -0.06 0.127
H 0.1556 -0.7722 6.0165 0.00 0.00 -0.01 -0.193
H -1.0495 -0.6963 3.9687 -0.12 -0.08 -0.05 -0.133
H -0.1393 -4.5869 3.5041 0.07 0.14 0.00 -0.138
H -2.3429 -3.6644 3.2445 0.01 0.08 0.00 -0.106
H -1.8943 -5.2540 4.9939 0.01 -0.02 -0.02 -0.186
C -1.3101 -1.1029 -2.6654 -0.01 0.01 0.05 -1.279
C -0.4273 -0.1419 -1.8786 -0.10 -0.02 -0.15 -0.155
C 0.4073 -0.8444 -0.8016 -0.07 0.16 -0.12 -0.375
C -0.4370 -1.5116 0.1855 -0.01 -0.07 -0.05 0.238
N -1.1108 -2.0367 0.9540 0.09 -0.02 0.13 -0.415
H -2.0422 -1.5951 -2.0228 0.02 -0.02 0.02 0.385
H -1.8587 -0.5678 -3.4398 0.01 0.00 -0.02 0.344
H -0.7116 -1.8748 -3.1523 0.00 -0.01 -0.01 0.306
H -1.0501 0.6238 -1.4103 0.04 0.01 0.05 0.330
H 0.2513 0.3703 -2.5611 -0.01 -0.06 0.13 0.161
H 1.0371 -0.1304 -0.2705 0.06 -0.01 0.01 0.333
H 1.0602 -1.5936 -1.2512 0.02 -0.02 0.00 0.331
C -1.5081 4.5181 -3.8798 0.02 0.00 0.04 -1.073
C -0.2440 4.9398 -3.1404 -0.16 0.00 -0.04 -0.401
C 1.0396 4.4863 -3.8465 -0.14 0.09 0.10 -0.440
C 1.1002 3.0319 -3.9582 0.13 0.03 -0.03 0.263
N 1.1475 1.8885 -4.0298 0.01 -0.09 -0.07 -0.475
H -1.5890 3.4320 -3.9405 0.03 -0.01 -0.03 0.288
H -2.3939 4.8856 -3.3635 -0.01 0.01 -0.01 0.321
H -1.5212 4.9166 -4.8955 0.00 0.00 -0.02 0.310
H -0.2598 4.5347 -2.1274 0.05 0.01 0.02 0.282
H -0.2186 6.0263 -3.0484 0.07 0.01 0.00 0.309
H 1.9201 4.8192 -3.2972 0.04 0.01 -0.02 0.274
H 1.0939 4.9071 -4.8513 0.01 0.01 -0.03 0.285

30
Properties=species:S:1:pos:R:3:forces:R:3:mulliken_charge:R:1 method="wB97M-V/def2-TZVPD" charge=-1 largest_force_ha_per_bohr=0.00592 relative_energy_kj_mol=0.0
C 3.5635 -1.1286 0.1788 -0.02 -0.06 0.06 -1.394
C 2.3953 -0.2177 -0.1364 0.02 0.12 -0.04 0.236
O 1.3332 -1.0188 -0.6216 0.06 -0.04 -0.07 -0.345
C 0.3064 -0.2919 -1.2623 -0.01 0.09 0.11 -1.478
C -0.5571 0.6181 -0.3307 -0.15 -0.26 0.07 2.136
C -2.0588 0.3309 -0.5244 -0.03 0.10 -0.03 -1.390
C -2.6016 -0.8822 0.2384 0.00 -0.04 0.08 -0.730
C -1.7626 -2.1388 0.2532 -0.04 0.02 -0.19 -0.176
F -1.8906 -2.8231 -0.9838 0.06 0.08 0.05 -0.360
C -0.3010 2.1096 -0.6774 0.06 -0.05 -0.08 -0.847
O -0.6548 2.9108 0.4027 0.01 0.10 -0.02 -0.649
Al -0.1931 2.0075 1.8797 -0.03 0.02 0.04 0.784
O -0.2429 0.4309 1.0247 0.09 -0.05 -0.10 -0.827
H 4.0300 -1.5195 -0.7272 -0.04 -0.01 -0.02 0.297
H 3.2114 -1.9767 0.7688 0.01 0.03 0.03 0.317
H 4.3202 -0.5994 0.7611 0.00 0.02 -0.03 0.390
H 2.6723 0.5147 -0.9100 0.05 -0.01 0.01 0.238
H 2.0801 0.3466 0.7450 -0.01 -0.09 -0.03 0.029
H -0.3108 -1.0410 -1.7581 -0.03 -0.02 0.02 0.441
H 0.7545 0.3424 -2.0448 -0.03 -0.02 -0.05 0.508
H -2.5680 1.2176 -0.1334 -0.12 -0.03 -0.09 0.406
H -2.3052 0.2685 -1.5913 0.11 -0.05 0.00 0.344
H -3.5854 -1.1641 -0.1527 -0.04 0.09 0.04 0.397
H -2.7478 -0.5926 1.2813 0.08 -0.01 0.02 0.323
H -0.7062 -1.9307 0.4082 0.00 -0.03 0.04 0.189
H -2.1257 -2.8352 1.0117 0.02 0.01 0.02 0.328
H 0.7695 2.2140 -0.9413 -0.03 0.07 0.09 0.331
H -0.8728 2.3824 -1.5803 0.01 -0.01 0.01 0.309
H 1.3278 2.3451 2.3510 -0.03 -0.01 0.06 -0.372
H -1.2799 2.1213 3.0710 0.01 0.03 0.02 -0.435

13
Properties=species:S:1:pos:R:3:forces:R:3:mulliken_charge:R:1 method="wB97M-V/def2-TZVPD" charge=-1 largest_force_ha_per_bohr=0.09727 relative_energy_kj_mol=308.1
C 0.6435 0.2126 -0.0401 1.09 0.37 1.58 -0.401
O 0.8139 0.5297 1.3275 -0.07 -0.36 -0.16 -0.654
C -0.2108 -1.0579 -0.1900 -1.32 4.51 0.84 -0.494
N -0.0423 -1.4202 -1.7070 0.87 -1.42 4.15 -0.685
H 1.6328 0.1104 -0.5107 0.03 -0.42 -0.07 0.286
H 0.2042 1.1054 -0.5015 -0.47 -0.51 -0.27 0.298
H -1.1594 -0.6053 0.1390 -0.42 -0.81 -0.47 0.298
H 0.0300 -1.8294 0.5693 0.10 0.16 -0.17 0.223
H -0.8982 -1.9773 -1.7887 0.58 -0.68 -0.43 0.222
H 0.6195 -1.9040 -0.8685 -0.33 -1.09 -4.87 0.348
H 0.2063 1.3796 1.4551 -0.01 -0.05 -0.34 0.453
H -1.3635 2.8506 0.9232 -0.06 -0.23 0.06 0.143
O -0.4760 2.6060 1.1923 0.00 0.52 0.16 -1.037

8
Properties=species:S:1:pos:R:3:forces:R:3:mulliken_charge:R:1 method="wB97M-V/def2-TZVPD" largest_force_ha_per_bohr=0.08054 relative_energy_kj_mol=218.3
C 0.1651 1.3611 -1.4210 -0.05 1.17 -0.60 -0.063
C 0.2330 0.2220 -0.7113 0.46 -2.26 0.87 0.703
N 0.1041 2.3605 -1.9963 -0.01 -0.16 0.03 -0.339
N 0.4580 -0.8427 -0.2468 -0.95 2.71 -0.49 0.681
N 0.3908 -1.7237 0.6448 1.69 -2.14 -1.56 -0.995
N -0.2855 -1.3974 1.7242 -2.26 1.77 2.99 0.157
N -0.8286 -0.2667 1.7793 1.36 -0.84 -1.89 -0.120
Br -1.7286 0.1367 3.3169 -0.23 -0.24 0.65 -0.025

no.,lowest unoccupied orbital energy (eV)
1,0.542
2,3.546
3,4.013
4,-1.812